The ion C18H19O7 with charge -1 in a non-equilibrium geometry. Source: the Open Molecules 2025 dataset; level of theory: ωB97M-V/def2-TZVPD.

The calculation puts the maximum force at 4.2 eV/Å. The HOMO energy comes out at -4.87 eV. The calculation puts the energy above the lowest of the compared OMol25 structures with the same formula, charge and spin at 42.9 kJ/mol. The net charge is -1. The frontier orbital gap is 0.257 Eh. As for the structure (SMILES): CC(C)=CC[C@H](O)[C@@]1(CC(=O)[O-])CC(=O)c2c(O)ccc(O)c2C1=O.

Cartesian coordinates (Å):
1 C -1.137 -4.519 2.304
2 C -0.083 -3.707 3.021
3 C 0.499 -4.255 4.308
4 C 0.497 -2.528 2.519
5 C 0.084 -1.865 1.220
6 C 0.608 -0.372 1.064
7 O 0.177 0.339 2.230
8 C 0.174 0.392 -0.268
9 C 0.746 -0.332 -1.540
10 C 2.286 -0.363 -1.605
11 O 2.871 -1.445 -1.515
12 O 2.817 0.757 -1.843
13 C -1.364 0.421 -0.416
14 C -1.881 1.342 -1.532
15 O -2.990 1.074 -1.951
16 C -1.115 2.508 -1.951
17 C -1.572 3.340 -2.983
18 O -2.694 3.038 -3.654
19 C -0.832 4.418 -3.394
20 C 0.406 4.676 -2.804
21 C 0.940 3.848 -1.824
22 O 2.176 4.147 -1.309
23 C 0.152 2.771 -1.335
24 C 0.659 1.855 -0.293
25 O 1.388 2.291 0.607
26 H -1.560 -3.978 1.459
27 H -1.965 -4.661 3.009
28 H -0.794 -5.497 1.928
29 H -0.113 -3.908 5.164
30 H 0.431 -5.348 4.261
31 H 1.519 -3.911 4.468
32 H 1.262 -2.012 3.060
33 H 0.473 -2.462 0.402
34 H -0.980 -1.851 1.258
35 H 1.682 -0.387 1.061
36 H 0.713 1.155 2.379
37 H 0.398 0.099 -2.496
38 H 0.371 -1.382 -1.593
39 H -1.700 -0.610 -0.612
40 H -1.780 0.739 0.521
41 H -3.059 2.209 -3.234
42 H -1.210 5.071 -4.157
43 H 0.990 5.543 -3.105
44 H 2.511 3.360 -0.828

Results of the natural (NBO) charge analysis, in e, for atoms 1 through 2: -0.654 0.002

=====

A structure of composition C18H20B2Ba2Br10O16 in a non-equilibrium geometry. Source: the Open Molecules 2025 dataset; level of theory: ωB97M-V/def2-TZVPD.

The spin multiplicity is 2. The calculation puts the maximum force at 4.1 eV/Å. The HOMO energy (alpha / beta) comes out at -8.35 / -10.99 eV. As for the expectation value of S²: 0.7503. The calculation puts the energy above the lowest of the compared OMol25 structures with the same formula, charge and spin at 85.8 kJ/mol. The net charge is +1. The frontier orbital gap (alpha / beta) is 0.149 / 0.246 Eh.

Cartesian coordinates (Å):
1 Ba 1.865 6.124 3.423
2 Ba -2.591 0.764 -4.479
3 O -2.816 -1.102 -6.929
4 C -2.084 -2.053 -6.884
5 O -1.942 -3.045 -7.785
6 B -1.025 -4.002 -7.222
7 O -0.580 -3.485 -5.911
8 C -1.141 -2.357 -5.574
9 O -1.006 -1.666 -4.563
10 O 0.179 -4.314 -8.041
11 C 0.339 -5.685 -8.182
12 O 1.116 -6.281 -8.910
13 C -0.843 -6.297 -7.443
14 O -1.655 -5.318 -6.964
15 O -1.129 -7.479 -7.318
16 O 0.708 3.779 2.954
17 C 0.506 2.709 2.343
18 O 0.024 2.573 1.058
19 B -0.324 1.143 0.815
20 O 0.125 0.453 2.026
21 C 0.662 1.318 2.918
22 O 1.133 1.004 3.991
23 O -1.797 1.083 0.636
24 C -2.123 0.894 -0.617
25 O -3.216 0.967 -1.225
26 C -0.795 0.739 -1.365
27 O 0.237 0.816 -0.475
28 O -0.700 0.568 -2.617
29 Br -4.459 1.331 4.303
30 C -2.767 0.281 4.604
31 C -1.994 0.793 5.838
32 Br -0.482 -0.386 6.302
33 H -2.244 0.519 3.678
34 H -2.999 -0.781 4.690
35 H -2.717 0.815 6.653
36 H -1.606 1.809 5.757
37 Br 4.031 1.544 0.019
38 C 2.863 2.662 -1.215
39 C 2.760 1.979 -2.526
40 Br 1.506 2.984 -3.803
41 H 3.366 3.627 -1.275
42 H 1.898 2.876 -0.757
43 H 2.371 0.981 -2.326
44 H 3.770 1.823 -2.905
45 Br -4.796 4.855 -0.648
46 C -3.714 4.192 0.993
47 C -3.604 5.387 1.936
48 Br -2.749 4.817 3.670
49 H -2.719 3.857 0.701
50 H -4.274 3.409 1.505
51 H -4.550 5.904 2.098
52 H -2.976 6.233 1.658
53 Br 1.952 -3.830 4.114
54 C 3.578 -2.905 4.878
55 C 3.369 -1.405 4.927
56 Br 5.133 -0.660 5.519
57 H 4.435 -3.190 4.267
58 H 3.846 -3.155 5.904
59 H 2.591 -1.176 5.655
60 H 3.068 -0.951 3.983
61 Br 2.128 -1.782 -1.648
62 C 1.453 -2.265 0.132
63 C 2.482 -1.691 1.142
64 Br 4.213 -2.685 1.201
65 H 1.415 -3.353 0.195
66 H 0.462 -1.824 0.238
67 H 1.979 -1.760 2.107
68 H 2.854 -0.732 0.780

Results of the natural (NBO) charge analysis, in e, for atoms 1 through 2: 1.010 1.938

=====

A structure of composition C18H20BClF9O4V in a non-equilibrium geometry. Source: the Open Molecules 2025 dataset; level of theory: ωB97M-V/def2-TZVPD.

The calculation puts the maximum force at 3.4 eV/Å. The HOMO energy comes out at -8.75 eV. The net charge is 0. The frontier orbital gap is 0.092 Eh.

Cartesian coordinates (Å):
1 C 1.117 -2.576 2.139
2 C 0.674 -2.127 0.669
3 C -0.789 -2.703 0.377
4 B -1.977 -1.507 0.367
5 C -2.134 -0.991 -1.195
6 C -1.855 0.578 -1.337
7 C -3.123 1.458 -1.102
8 F -3.405 1.527 0.247
9 F -4.193 0.864 -1.780
10 C -3.006 2.924 -1.700
11 F -2.238 2.971 -2.854
12 F -4.277 3.322 -2.103
13 C -2.469 4.018 -0.695
14 F -2.339 5.188 -1.443
15 F -3.373 4.336 0.294
16 C -1.040 3.743 -0.084
17 F -0.576 4.962 0.384
18 F -1.028 2.906 0.983
19 F -0.122 3.343 -1.020
20 C -3.313 -2.208 1.030
21 C -4.670 -1.624 0.555
22 O -5.253 -0.703 1.012
23 Cl -5.472 -2.509 -0.853
24 O 0.840 -0.729 0.451
25 C 1.442 -0.471 -0.817
26 C 2.988 -0.216 -0.709
27 C 3.654 0.200 -1.968
28 C 5.074 0.478 -1.898
29 C 5.871 0.373 -0.655
30 C 5.172 -0.064 0.550
31 C 3.725 -0.374 0.561
32 H 0.182 -2.715 2.743
33 H 1.809 -1.829 2.617
34 H 1.612 -3.578 2.039
35 H 1.375 -2.684 -0.029
36 H -0.775 -3.273 -0.589
37 H -1.086 -3.413 1.198
38 H -1.698 -0.559 1.030
39 H -3.075 -1.311 -1.711
40 H -1.286 -1.469 -1.779
41 H -1.051 0.924 -0.640
42 H -1.439 0.713 -2.379
43 H -3.259 -2.038 2.145
44 H -3.339 -3.329 0.899
45 H 1.010 0.503 -1.195
46 H 1.211 -1.244 -1.593
47 H 3.044 0.289 -2.900
48 H 5.575 0.800 -2.847
49 H 6.954 0.624 -0.671
50 H 5.744 -0.178 1.498
51 H 3.212 -0.704 1.496
52 O 4.144 1.325 5.475
53 V 3.792 0.042 4.414
54 O 3.441 -1.284 3.373

Results of the natural (NBO) charge analysis, in e, for atoms 1 through 2: -0.610 0.114

=====

A structure of composition C18H20CaN4O4S2 in a non-equilibrium geometry. Source: the Open Molecules 2025 dataset; level of theory: ωB97M-V/def2-TZVPD.

The calculation puts the maximum force at 2.9 eV/Å. The HOMO energy comes out at -7.48 eV. The calculation puts the energy above the lowest of the compared OMol25 structures with the same formula, charge and spin at 132.4 kJ/mol. The net charge is 0. The frontier orbital gap is 0.298 Eh.

Cartesian coordinates (Å):
1 Ca -0.439 0.635 0.977
2 O 1.358 0.934 0.083
3 N 2.221 0.015 -0.304
4 C 3.099 0.326 -1.281
5 C 4.004 -0.581 -1.760
6 C 4.009 -1.868 -1.218
7 C 3.135 -2.170 -0.204
8 C 2.228 -1.216 0.301
9 S 1.194 -1.528 1.613
10 H 3.019 1.340 -1.642
11 H 4.690 -0.286 -2.541
12 H 4.703 -2.612 -1.587
13 H 3.112 -3.145 0.260
14 O -1.763 1.535 -0.360
15 N -2.493 1.934 0.588
16 O -2.080 1.693 1.749
17 S 1.359 4.419 3.675
18 C 0.621 3.027 2.938
19 N 0.396 3.102 1.677
20 C 0.802 4.318 1.169
21 C 0.696 4.724 -0.161
22 C 1.154 5.978 -0.509
23 C 1.714 6.835 0.444
24 C 1.824 6.451 1.766
25 C 1.365 5.187 2.120
26 H 0.376 2.164 3.545
27 H 0.254 4.048 -0.881
28 H 1.077 6.309 -1.536
29 H 2.063 7.814 0.143
30 H 2.253 7.114 2.507
31 O -1.861 -0.978 0.838
32 C -2.291 -1.856 0.088
33 C -1.554 -2.266 -1.162
34 C -0.948 -3.675 -1.032
35 C -1.946 -4.795 -1.328
36 C -3.106 -4.880 -0.336
37 C -3.992 -3.631 -0.345
38 N -3.419 -2.517 0.394
39 H -0.768 -1.529 -1.316
40 H -2.231 -2.233 -2.019
41 H -0.525 -3.792 -0.031
42 H -0.122 -3.753 -1.741
43 H -1.417 -5.750 -1.334
44 H -2.353 -4.648 -2.335
45 H -2.714 -5.022 0.675
46 H -3.721 -5.749 -0.581
47 H -4.956 -3.854 0.108
48 H -4.183 -3.325 -1.378
49 H -3.846 -2.242 1.264

Results of the natural (NBO) charge analysis, in e, for atoms 1 through 2: 1.717 -0.741